C12H27CrN5O7 | ωB97M-V/def2-TZVPD

Cartesian coordinates (Å):
O (4.55, 2.52, -1.89)
H (4.87, 3.44, -1.86)
Cr (0.49, 0.29, 0.41)
N (0.59, -1.56, 1.31)
N (1.63, -0.66, -0.92)
N (-1.02, 1.04, 1.59)
N (0.20, 2.08, -0.41)
O (0.03, -1.83, 2.43)
O (-1.66, 0.37, 2.66)
O (0.85, 2.54, -1.56)
O (1.83, -0.13, -2.07)
C (1.81, -1.94, -0.66)
C (1.21, -2.44, 0.55)
C (-1.51, 2.19, 1.17)
C (-0.86, 2.74, 0.01)
C (1.26, -3.84, 1.03)
H (0.24, -4.24, 1.17)
H (1.78, -3.89, 2.00)
H (1.78, -4.53, 0.35)
C (2.56, -2.75, -1.66)
H (3.54, -2.28, -1.84)
H (2.03, -2.77, -2.62)
H (2.74, -3.78, -1.36)
C (-2.64, 2.85, 1.85)
C (-1.33, 3.99, -0.63)
H (-2.77, 2.56, 2.90)
H (-3.58, 2.65, 1.32)
H (-2.49, 3.94, 1.83)
H (-1.05, 4.09, -1.69)
H (-0.93, 4.86, -0.09)
H (-2.42, 4.05, -0.57)
H (-1.15, -0.50, 2.78)
H (1.67, 1.99, -1.67)
C (4.21, 2.22, -0.51)
H (4.08, 1.12, -0.39)
H (3.29, 2.79, -0.20)
H (5.05, 2.54, 0.14)
O (1.69, 0.77, 2.35)
H (0.77, 1.17, 2.31)
H (1.57, -0.21, 2.26)
C (-2.53, -2.13, 0.53)
N (-2.64, -1.70, -0.87)
C (-3.70, -2.22, -1.69)
C (-1.81, -0.81, -1.42)
O (-0.87, -0.28, -0.82)
H (-3.33, -2.83, 0.76)
H (-2.62, -1.27, 1.21)
H (-1.57, -2.63, 0.70)
H (-4.33, -1.40, -2.05)
H (-3.27, -2.73, -2.55)
H (-4.31, -2.92, -1.13)
H (-1.96, -0.54, -2.48)

Properties
ΔE to the lowest compared entry with this formula, charge and spin in kcal per mole: 29.7
Gap between HOMO and LUMO (spin up / spin down) in eV: 5.652 / 5.428
Expectation value of S²: 3.829
Calculated total energy in eV: -63074.86931
Spin multiplicity: 4
HOMO energy (spin up / spin down) in eV: -10.28 / -10.43
Charge: +1

Results of the Löwdin charge analysis, in e, for atoms 1 through 6: -0.13, 0.08, 0.93, -0.27, -0.23, -0.07

---

C12H27CuN8O4 | ωB97M-V/def2-TZVPD

Cartesian coordinates (Å):
Cu (-1.15, -3.78, 2.06)
C (-0.17, -1.37, 0.15)
O (0.07, -2.22, 1.21)
H (0.72, -1.23, -0.47)
H (-1.03, -1.63, -0.48)
H (-0.43, -0.39, 0.58)
C (3.86, -2.88, 1.59)
O (4.88, -3.53, 1.75)
N (3.04, -3.02, 0.49)
N (3.37, -2.03, 2.53)
H (3.36, -3.32, -0.41)
H (2.08, -2.81, 0.67)
H (2.52, -1.57, 2.28)
H (3.83, -2.20, 3.41)
C (1.25, 1.40, 4.20)
O (0.18, 1.25, 4.75)
N (2.08, 2.46, 4.48)
N (1.81, 0.57, 3.25)
H (1.64, 3.09, 5.14)
H (2.97, 2.70, 4.10)
H (1.14, -0.08, 2.88)
H (2.78, 0.65, 3.01)
C (-2.12, -5.21, -0.60)
O (-2.21, -4.52, 0.44)
N (-2.08, -6.57, -0.57)
N (-2.00, -4.64, -1.80)
H (-2.22, -7.11, -1.41)
H (-2.31, -6.98, 0.31)
H (-2.02, -3.63, -1.79)
H (-2.09, -5.12, -2.68)
C (-1.03, 0.47, -3.43)
C (-0.75, 1.95, -3.50)
C (-1.96, 2.86, -3.24)
C (-1.58, 4.28, -3.34)
N (-1.30, 5.39, -3.42)
H (-1.60, 0.13, -4.29)
H (-1.66, 0.30, -2.55)
H (-0.11, -0.11, -3.38)
H (-0.29, 2.27, -4.44)
H (0.06, 2.25, -2.82)
H (-2.41, 2.58, -2.29)
H (-2.73, 2.73, -4.00)
N (-0.48, 4.96, -0.23)
C (-1.70, 4.33, 0.04)
C (-1.48, 3.09, 0.55)
C (-0.06, 2.93, 0.60)
C (0.50, 4.05, 0.09)
H (-0.42, 5.84, -0.71)
H (-2.59, 4.79, -0.35)
H (-2.19, 2.35, 0.88)
H (0.49, 2.04, 0.89)
H (1.52, 4.24, -0.20)

Properties
Gap between HOMO and LUMO (spin up / spin down) in eV: 5.882 / 3.453
Expectation value of S²: 0.755
Calculated total energy in eV: -77625.23695
Spin multiplicity: 2
HOMO energy (spin up / spin down) in eV: -10.45 / -10.44
Charge: +1

Results of the Löwdin charge analysis, in e, for atoms 1 through 6: 0.67, -0.13, -0.09, 0.10, 0.09, 0.12

---

C12H27FNO8PS | ωB97M-V/def2-TZVPD

Cartesian coordinates (Å):
C (1.73, -3.18, 2.64)
C (0.69, -3.95, 1.82)
P (-0.81, -2.97, 1.32)
C (-0.95, -1.71, 2.63)
N (-2.02, -4.19, 1.79)
C (-2.17, -4.57, 3.22)
S (-3.50, -4.14, 1.08)
O (-3.92, -5.44, 0.72)
O (-4.38, -3.26, 1.77)
F (-3.12, -3.42, -0.25)
H (1.41, -3.07, 3.67)
H (1.93, -2.19, 2.23)
H (2.68, -3.72, 2.64)
H (0.35, -4.83, 2.37)
H (1.12, -4.31, 0.89)
H (-1.80, -1.06, 2.38)
H (-0.06, -1.09, 2.59)
H (-1.08, -2.07, 3.65)
H (-1.32, -4.19, 3.77)
H (-3.08, -4.16, 3.65)
H (-2.18, -5.66, 3.31)
C (-1.14, 3.21, -1.36)
C (-1.44, 3.22, 0.12)
O (-2.76, 2.71, 0.40)
C (-2.88, 1.38, 0.34)
O (-1.99, 0.60, 0.13)
O (-4.14, 1.06, 0.62)
C (-4.42, -0.34, 0.54)
H (-1.90, 3.76, -1.91)
H (-0.17, 3.66, -1.54)
H (-1.12, 2.19, -1.74)
H (-1.45, 4.23, 0.51)
H (-0.71, 2.63, 0.68)
H (-3.70, -0.91, 1.11)
H (-4.41, -0.67, -0.50)
H (-5.41, -0.48, 0.96)
C (5.33, 4.61, -4.22)
C (4.98, 4.54, -2.75)
O (3.64, 4.06, -2.54)
C (3.49, 2.74, -2.65)
O (4.36, 1.94, -2.88)
O (2.20, 2.45, -2.47)
C (1.88, 1.06, -2.60)
H (4.59, 5.21, -4.76)
H (6.31, 5.07, -4.34)
H (5.35, 3.62, -4.66)
H (4.97, 5.54, -2.30)
H (5.68, 3.92, -2.20)
H (2.52, 0.45, -1.96)
H (1.99, 0.74, -3.63)
H (0.84, 0.97, -2.29)

Properties
SMILES string: CCP(C)N(C)S(=O)(=O)F.CCOC(=O)OC.CCOC(=O)OC
Gap between HOMO and LUMO in eV: 9.778
Calculated total energy in eV: -53593.76502
Spin multiplicity: 1
HOMO energy in eV: -9.21
Charge: 0

Results of the Löwdin charge analysis, in e, for atoms 1 through 6: -0.16, -0.41, 0.95, -0.27, -0.46, -0.13

---

C12H27MgO9 | ωB97M-V/def2-TZVPD

Cartesian coordinates (Å):
Mg (-26.39, 19.14, -23.84)
C (-30.15, 17.65, -20.87)
C (-29.46, 19.00, -20.56)
O (-28.30, 19.12, -21.30)
H (-29.59, 17.01, -21.55)
H (-31.18, 17.75, -21.22)
H (-30.14, 16.95, -20.03)
H (-29.34, 19.14, -19.48)
H (-30.20, 19.79, -20.70)
C (-26.82, 13.61, -23.32)
C (-26.96, 14.63, -24.40)
O (-26.10, 15.74, -24.34)
H (-25.78, 13.26, -23.38)
H (-27.50, 12.77, -23.24)
H (-26.89, 14.12, -22.36)
H (-28.00, 14.94, -24.48)
H (-26.88, 14.11, -25.36)
C (-23.06, 22.99, -26.02)
C (-23.10, 22.21, -24.70)
O (-23.70, 20.97, -24.79)
H (-22.44, 22.54, -26.80)
H (-22.59, 23.95, -25.78)
H (-24.02, 23.16, -26.50)
H (-23.78, 22.86, -24.14)
H (-22.11, 22.15, -24.25)
C (-30.56, 21.31, -28.96)
O (-30.04, 20.57, -27.82)
C (-29.54, 21.16, -26.73)
O (-28.60, 20.72, -26.04)
O (-30.14, 22.35, -26.55)
C (-29.87, 23.05, -25.32)
H (-29.80, 22.03, -29.23)
H (-31.43, 21.92, -28.70)
H (-30.89, 20.71, -29.81)
H (-28.80, 23.19, -25.14)
H (-30.45, 22.61, -24.51)
H (-30.31, 24.04, -25.42)
C (-19.25, 13.50, -22.77)
O (-20.22, 13.78, -21.93)
C (-20.95, 14.90, -22.01)
O (-20.93, 15.73, -22.97)
O (-21.74, 14.85, -20.96)
C (-22.69, 15.91, -20.70)
H (-19.35, 13.92, -23.77)
H (-19.23, 12.41, -22.72)
H (-18.29, 13.83, -22.40)
H (-23.53, 15.43, -20.21)
H (-23.02, 16.29, -21.67)
H (-22.44, 16.63, -19.92)

Properties
ΔE to the lowest compared entry with this formula, charge and spin in kcal per mole: 209.3
Gap between HOMO and LUMO in eV: 4.377
Calculated total energy in eV: -36746.12150
Spin multiplicity: 1
HOMO energy in eV: -4.23
Charge: -1

Results of the Löwdin charge analysis, in e, for atoms 1 through 6: 1.18, -0.12, -0.52, -0.40, 0.05, 0.04

---

C12H27N2O5S | ωB97M-V/def2-TZVPD

Cartesian coordinates (Å):
C (0.64, 2.30, 5.28)
O (1.10, 0.99, 4.79)
C (1.31, 0.82, 3.44)
O (1.31, 1.78, 2.63)
C (1.81, -0.51, 2.81)
N (3.11, -0.44, 2.13)
C (0.70, -1.10, 1.86)
C (1.17, -2.11, 0.83)
C (0.08, -2.32, -0.21)
C (-0.19, -1.12, -1.11)
N (-1.39, -1.20, -2.07)
C (-1.06, -1.96, -3.23)
C (-2.65, -1.75, -1.40)
C (-1.82, 0.11, -2.69)
C (-0.66, 1.06, -3.20)
C (-0.59, 2.51, -2.48)
S (0.10, 2.34, -0.78)
O (1.38, 1.71, -0.85)
O (-0.91, 1.73, 0.09)
O (0.31, 3.88, -0.20)
H (1.19, 3.00, 4.67)
H (0.70, 2.45, 6.38)
H (-0.45, 2.49, 5.06)
H (2.00, -1.17, 3.66)
H (3.82, -0.12, 2.74)
H (3.21, 0.14, 1.30)
H (0.44, -0.19, 1.30)
H (-0.23, -1.43, 2.44)
H (2.05, -1.80, 0.26)
H (1.42, -3.04, 1.33)
H (-0.83, -2.76, 0.22)
H (0.48, -3.13, -0.88)
H (0.73, -0.88, -1.60)
H (-0.16, -0.37, -0.39)
H (-1.80, -1.95, -3.97)
H (-0.11, -1.71, -3.75)
H (-0.91, -2.98, -3.01)
H (-3.13, -1.04, -0.81)
H (-3.39, -1.97, -2.16)
H (-2.43, -2.70, -0.81)
H (-2.46, 0.68, -1.98)
H (-2.51, 0.01, -3.54)
H (0.23, 0.50, -3.19)
H (-0.81, 1.38, -4.26)
H (0.03, 3.26, -2.99)
H (-1.52, 2.99, -2.33)
H (0.70, 3.61, 0.64)

Properties
SMILES string: COC(=O)[C@H](N)CCCC[N+](C)(C)CCCS(=O)(=O)O
Gap between HOMO and LUMO in eV: 9.391
Calculated total energy in eV: -36926.02723
Spin multiplicity: 1
HOMO energy in eV: -11.79
Charge: +1

Results of the Löwdin charge analysis, in e, for atoms 1 through 6: -0.02, -0.05, -0.35, 0.03, -0.28, 0.07

---

C12H27N6OP | ωB97M-V/def2-TZVPD

Cartesian coordinates (Å):
C (-4.19, -0.25, 1.07)
N (-3.66, 1.06, 1.39)
C (-4.63, 1.99, 2.00)
P (-2.57, 1.77, 0.34)
O (-3.19, 2.19, -0.96)
N (-1.84, 2.92, 1.33)
C (-1.51, 2.67, 2.73)
C (-1.21, 4.08, 0.75)
N (-1.44, 0.54, 0.05)
C (-1.33, -0.05, -1.26)
C (-0.58, 0.04, 1.09)
H (-3.38, -0.92, 0.75)
H (-4.80, -0.20, 0.16)
H (-4.69, -0.73, 1.90)
H (-4.45, 2.10, 3.07)
H (-5.64, 1.65, 1.75)
H (-4.62, 2.98, 1.54)
H (-0.52, 2.22, 2.86)
H (-1.46, 3.62, 3.25)
H (-2.27, 2.02, 3.17)
H (-0.13, 4.08, 0.98)
H (-1.31, 4.13, -0.33)
H (-1.58, 5.02, 1.18)
H (-1.11, -1.12, -1.16)
H (-2.24, -0.03, -1.86)
H (-0.55, 0.40, -1.89)
H (-0.06, -0.85, 0.73)
H (-1.17, -0.27, 1.96)
H (0.23, 0.69, 1.42)
C (0.44, -4.17, -0.46)
C (1.74, -3.45, -0.42)
N (2.70, -2.84, -0.34)
H (-0.06, -3.79, 0.43)
H (0.60, -5.24, -0.37)
H (-0.16, -3.90, -1.32)
C (4.40, -2.09, -3.84)
C (4.75, -3.24, -4.67)
N (5.04, -4.10, -5.38)
H (5.17, -1.33, -3.78)
H (4.14, -2.47, -2.86)
H (3.56, -1.63, -4.36)
C (5.25, -0.86, -0.31)
C (6.29, -0.03, 0.26)
N (7.10, 0.64, 0.69)
H (5.18, -1.76, 0.31)
H (5.49, -1.08, -1.35)
H (4.26, -0.42, -0.23)

Properties
ΔE to the lowest compared entry with this formula, charge and spin in kcal per mole: 0.0
SMILES string: CN(C)P(=O)(N(C)C)N(C)C.CC#N.CC#N.CC#N
Gap between HOMO and LUMO in eV: 8.941
Calculated total energy in eV: -33158.91003
Spin multiplicity: 1
HOMO energy in eV: -8.83
Charge: 0

Results of the Löwdin charge analysis, in e, for atoms 1 through 6: -0.12, -0.32, -0.11, 0.55, -0.29, -0.30

---

C12H28BBrNS | ωB97M-V/def2-TZVPD

Cartesian coordinates (Å):
C (-0.35, 0.42, -3.61)
C (-0.80, 2.00, -3.69)
Br (0.63, 2.98, -4.70)
C (-2.29, 2.03, -4.40)
B (-3.37, 1.60, -3.19)
S (-4.67, 0.26, -3.46)
H (-0.45, 0.00, -4.72)
H (-1.01, -0.25, -2.92)
H (0.75, 0.36, -3.19)
H (-0.87, 2.45, -2.61)
H (-2.26, 1.23, -5.27)
H (-2.56, 3.05, -4.91)
H (-3.24, 2.18, -2.15)
H (-4.42, -0.28, -4.74)
C (2.67, 0.72, 4.07)
C (2.74, 1.05, 2.58)
C (1.40, 1.01, 1.84)
N (0.92, -0.38, 1.34)
C (-0.46, -0.12, 0.67)
C (-1.19, -1.40, 0.31)
C (-1.35, -2.30, 1.53)
C (0.00, -2.62, 2.13)
C (0.77, -1.36, 2.51)
C (1.90, -0.92, 0.30)
H (2.64, -0.35, 4.26)
H (3.56, 1.10, 4.58)
H (1.79, 1.18, 4.53)
H (3.51, 0.43, 2.10)
H (3.11, 2.08, 2.51)
H (1.48, 1.64, 0.94)
H (0.61, 1.42, 2.47)
H (-1.05, 0.46, 1.38)
H (-0.28, 0.49, -0.22)
H (-2.18, -1.15, -0.08)
H (-0.67, -1.94, -0.49)
H (-1.86, -3.23, 1.24)
H (-1.99, -1.81, 2.27)
H (0.59, -3.23, 1.44)
H (-0.14, -3.23, 3.03)
H (1.78, -1.64, 2.83)
H (0.25, -0.82, 3.31)
H (2.86, -1.13, 0.79)
H (2.03, -0.16, -0.48)
H (1.51, -1.84, -0.14)

Properties
Gap between HOMO and LUMO in eV: 9.693
Calculated total energy in eV: -95935.66109
Spin multiplicity: 1
HOMO energy in eV: -12.12
Charge: +1

Results of the Löwdin charge analysis, in e, for atoms 1 through 6: -0.18, -0.76, 0.59, -0.26, -0.51, 0.66

---

C12H28BFO7S2 | ωB97M-V/def2-TZVPD

Cartesian coordinates (Å):
C (1.21, 4.87, 1.01)
C (-0.05, 5.01, 0.19)
O (-1.08, 4.11, 0.53)
C (-0.69, 2.74, 0.50)
C (-1.86, 1.91, 0.01)
C (-1.57, 0.44, 0.31)
O (-1.95, 0.05, 1.66)
C (-3.22, -0.25, 1.84)
O (-4.19, 0.32, 1.46)
F (-3.30, -1.36, 2.57)
B (-2.08, -0.57, -0.83)
O (-3.01, -0.21, -1.79)
O (-1.57, -1.85, -0.88)
C (-0.23, -1.83, -1.40)
C (0.79, -2.30, -0.37)
H (1.86, 5.71, 0.80)
H (0.94, 4.93, 2.06)
H (1.76, 3.97, 0.79)
H (-0.46, 6.00, 0.36)
H (0.15, 4.95, -0.88)
H (-0.41, 2.46, 1.51)
H (0.14, 2.57, -0.19)
H (-2.75, 2.26, 0.51)
H (-1.98, 2.01, -1.06)
H (-0.49, 0.35, 0.31)
H (-2.59, 0.22, -2.54)
H (0.03, -0.80, -1.67)
H (-0.20, -2.44, -2.29)
H (1.22, -1.43, 0.11)
H (0.33, -2.89, 0.41)
H (1.56, -2.86, -0.88)
C (-0.26, -3.76, 4.73)
S (1.22, -4.03, 3.76)
O (0.88, -3.71, 2.35)
C (1.21, -5.83, 3.89)
H (-0.46, -2.69, 4.74)
H (-1.10, -4.29, 4.28)
H (-0.09, -4.11, 5.75)
H (0.27, -6.22, 3.50)
H (1.33, -6.11, 4.94)
H (2.04, -6.21, 3.31)
C (2.99, 0.57, -3.79)
S (1.99, 2.06, -3.97)
O (1.18, 2.19, -2.73)
C (0.90, 1.39, -5.23)
H (3.71, 0.75, -3.00)
H (2.35, -0.27, -3.51)
H (3.50, 0.36, -4.72)
H (0.40, 0.50, -4.86)
H (1.48, 1.16, -6.13)
H (0.16, 2.15, -5.47)

Properties
Gap between HOMO and LUMO in eV: 9.510
Calculated total energy in eV: -52294.39683
Spin multiplicity: 1
HOMO energy in eV: -9.10
Charge: 0

Results of the Löwdin charge analysis, in e, for atoms 1 through 6: -0.08, -0.27, -0.14, -0.22, -0.09, -0.14